A structure of composition C26H44AsClN2O5PbSb2 in a non-equilibrium geometry. Source: the Open Molecules 2025 dataset; level of theory: ωB97M-V/def2-TZVPD.

Summary:
2S+1 = 1
calculated total energy = -132570.417 eV
largest force on an atom = 4.19 eV Å⁻¹

Last column: Löwdin charge in e.
Positions of all 82 atoms, in Å:
Pb  2.096  -2.964  -0.947  1.1256
C  -1.167  1.270  5.741  -0.3670
Sb  -0.562  0.614  3.802  1.3137
C  0.190  2.678  3.311  -0.3173
C  -2.394  1.039  2.748  -0.3887
C  -3.535  0.069  2.896  -0.2734
C  -3.419  -1.068  3.707  -0.0927
C  -4.321  -2.077  3.602  -0.0758
C  -5.521  -1.902  2.793  -0.0553
C  -5.714  -0.693  2.093  -0.0663
C  -4.668  0.239  2.112  -0.2917
C  -4.630  1.421  1.133  -0.2527
Sb  -3.329  0.936  -0.702  1.3342
C  -4.770  1.758  -2.045  -0.3962
C  -4.070  -1.112  -0.691  -0.3146
H  -1.328  0.396  6.376  -0.0114
H  -2.074  1.804  5.718  -0.0154
H  -0.308  1.813  6.194  0.0136
H  0.025  2.755  2.200  -0.0143
H  1.265  2.744  3.472  -0.0206
H  -0.392  3.530  3.757  0.0211
H  -2.071  1.126  1.747  -0.0362
H  -2.688  2.036  3.088  0.0707
H  -2.487  -1.271  4.195  0.0532
H  -4.300  -2.968  4.225  0.0985
H  -6.339  -2.602  2.941  0.0914
H  -6.530  -0.525  1.380  0.1127
H  -4.139  2.242  1.608  0.0215
H  -5.515  1.733  0.588  0.0352
H  -5.779  1.719  -1.693  -0.0190
H  -4.709  1.251  -3.026  0.0001
H  -4.612  2.829  -2.305  0.0057
H  -5.187  -1.116  -0.753  0.0288
H  -3.747  -1.431  0.269  -0.0464
H  -3.623  -1.589  -1.542  -0.0251
O  5.030  1.672  -2.746  0.0052
C  5.771  1.715  -1.618  -0.2959
N  5.109  2.455  -0.529  0.1048
C  4.284  2.121  0.556  -0.4456
O  3.508  2.902  1.030  0.0844
C  4.428  0.731  1.105  -0.1284
C  5.652  0.107  1.285  -0.0065
C  5.651  -1.206  1.756  -0.0269
C  4.469  -1.843  1.997  -0.0318
N  3.263  -1.217  1.728  -0.1099
C  3.229  0.152  1.327  0.0389
H  4.263  1.156  -2.546  0.0405
H  6.629  2.382  -1.737  0.1286
H  6.099  0.733  -1.298  0.1181
H  4.719  3.284  -0.991  0.1473
H  6.538  0.689  1.215  0.1155
H  6.514  -1.688  2.037  0.0892
H  4.405  -2.809  2.387  0.1148
H  2.194  0.548  1.390  0.1375
C  1.948  -0.229  -5.419  -0.1790
As  0.863  -1.503  -4.415  1.0179
C  0.091  -2.605  -5.819  -0.2195
C  -0.641  -0.337  -3.774  -0.1794
O  1.834  -2.516  -3.525  -0.6556
H  2.352  0.455  -4.767  -0.0115
H  1.245  0.303  -6.078  0.0475
H  2.735  -0.784  -5.873  0.0366
H  -0.136  -1.875  -6.626  0.0337
H  -0.877  -3.138  -5.754  0.0437
H  0.824  -3.337  -6.154  0.0355
H  -0.420  0.225  -2.820  0.0204
H  -1.510  -1.019  -3.644  0.0371
H  -0.761  0.343  -4.595  0.0187
C  2.044  -1.945  1.628  -0.2246
H  1.185  -1.345  1.648  -0.0371
H  1.955  -2.645  2.513  0.0813
Cl  -1.004  -2.940  0.472  0.3923
C  -0.139  -2.882  -1.169  -0.7768
H  -0.559  -2.097  -1.700  -0.0840
H  -0.512  -3.804  -1.625  -0.0185
C  0.783  1.513  -0.659  -0.1182
O  0.853  0.088  -0.569  -0.2241
C  1.911  -0.443  -1.361  -0.5102
O  2.507  0.238  -2.147  -0.0458
H  -0.144  1.935  -0.176  0.0598
H  0.543  1.718  -1.700  0.0684
H  1.621  2.058  -0.236  0.0657